[1]
Entry from OMol25: a cluster of 5 separate species, C5H19NO5 in total in a non-equilibrium geometry (ωB97M-V/def2-TZVPD).

Geometry as XYZ:
```
30
Properties=species:S:1:pos:R:3:mulliken_charge:R:1
C -1.5124 0.2651 2.2700 -1.239
C -1.7907 0.3334 0.7566 -0.402
N -1.5117 -0.9640 0.1244 -0.396
C -1.3188 -0.7585 -1.3136 -0.418
C -0.6268 -1.9590 -1.9338 -0.770
C 0.7569 -2.2844 -1.4374 -0.003
O 1.5753 -1.4067 -1.2536 -0.512
H -1.6437 1.2430 2.7271 0.341
H -2.3971 -0.3093 2.5910 0.439
H -0.6413 -0.2640 2.6410 0.265
H -1.2977 1.1426 0.1976 0.340
H -2.8329 0.5485 0.4957 0.282
H -0.7002 -1.4532 0.4951 0.312
H -0.6818 0.1309 -1.4672 0.285
H -2.2770 -0.5368 -1.7907 0.394
H -1.2773 -2.7609 -1.5144 0.314
H -0.6296 -2.0991 -3.0209 0.405
H 0.8956 -3.2926 -0.9964 0.324
O -0.2232 3.4026 -1.8154 -0.636
H 0.6268 3.4765 -2.2811 0.298
H -0.0121 3.6268 -0.9138 0.324
O 0.8198 2.2833 1.1449 -0.635
H 1.7332 2.0174 1.0264 0.352
H 0.2497 1.5290 0.8970 0.309
O 1.3739 -1.6200 1.5334 -0.546
H 1.7831 -1.8170 2.3996 0.272
H 2.1155 -1.4820 0.9331 0.285
O 3.0817 0.9902 0.2240 -0.655
H 2.7835 0.3686 -0.4528 0.366
H 3.5792 1.6496 -0.2658 0.303
```

**Highest occupied orbital energy**: -8.74 eV
**Net charge**: 0
**Energy above the lowest of the compared OMol25 structures with the same formula, charge and spin**: 1.326 eV
**SMILES string**: CCNCCC=O.O.O.O.O
**E_LUMO**: 0.434 eV
**Spin multiplicity**: 1
**Total energy**: -632.8209 a.u.
**HOMO-LUMO gap**: 9.17 eV

---

[2]
Entry from OMol25: a structure of composition C28H28N3PPtSSe2 (ωB97M-V/def2-TZVPD).

Geometry as XYZ:
```
64
Properties=species:S:1:pos:R:3:mulliken_charge:R:1
Pt 0.7125 -0.1380 -0.6521 1.161
Se -0.1711 1.5713 0.8747 -0.477
P -1.5279 1.9903 -0.7646 0.668
Se -1.4961 0.2051 -2.0009 -0.621
C -3.1937 2.4478 -0.2326 0.312
C -4.1407 2.7694 -1.2044 -0.218
C -5.4280 3.1064 -0.8250 -0.677
C -5.7726 3.1236 0.5222 -0.417
C -4.8327 2.7990 1.4875 -0.597
C -3.5397 2.4561 1.1117 -0.353
C -0.9384 3.4288 -1.7023 0.377
C 0.0169 3.2618 -2.6988 -0.191
C 0.5335 4.3685 -3.3542 -0.684
C 0.1000 5.6428 -3.0158 -0.422
C -0.8511 5.8118 -2.0196 -0.662
C -1.3706 4.7083 -1.3604 -0.350
H -3.8674 2.7540 -2.2534 0.381
H -6.1646 3.3556 -1.5774 0.397
H -6.7797 3.3891 0.8170 0.385
H -5.1027 2.8088 2.5352 0.403
H -2.8025 2.1877 1.8583 0.281
H 0.3494 2.2634 -2.9545 0.283
H 1.2761 4.2354 -4.1300 0.394
H 0.5036 6.5057 -3.5297 0.373
H -1.1909 6.8045 -1.7547 0.388
H -2.1124 4.8457 -0.5835 0.389
C 0.5185 -2.6064 -2.4006 -1.067
N 1.5229 -1.6973 -1.8241 -0.138
C 2.3348 -1.1185 -2.9132 -1.020
C 2.3995 -2.4758 -0.9022 -0.710
C 3.1407 -1.5234 -0.0147 0.203
C 4.3934 -1.8098 0.5075 -0.333
C 4.9938 -0.9184 1.3879 -0.684
C 4.3343 0.2561 1.7213 -0.707
C 3.0848 0.5443 1.1818 -0.431
C 2.4569 -0.3416 0.3094 0.199
H 1.0198 -3.4276 -2.9246 0.385
H -0.1020 -2.0607 -3.1089 0.360
H -0.0996 -3.0073 -1.5997 0.218
H 2.7803 -1.9199 -3.5137 0.376
H 3.1211 -0.5013 -2.4854 0.347
H 1.6965 -0.5008 -3.5422 0.295
H 3.0570 -3.1266 -1.4901 0.403
H 1.7313 -3.0951 -0.3003 0.205
H 4.8980 -2.7310 0.2359 0.415
H 5.9692 -1.1360 1.8037 0.381
H 4.7981 0.9603 2.4014 0.409
H 2.6017 1.4772 1.4477 0.388
N -2.3991 -2.5952 0.1073 -0.402
C -1.6045 -2.9966 1.1446 0.381
N -0.3369 -2.7792 1.1937 0.009
C 0.2030 -3.2950 2.3631 -0.838
C 1.5338 -3.1774 2.7562 0.508
C 1.9307 -3.7436 3.9549 -0.792
C 1.0238 -4.4220 4.7700 -0.414
C -0.3071 -4.5336 4.4022 -0.525
C -0.7020 -3.9617 3.2024 0.611
S -2.2898 -3.9096 2.4858 -0.329
H -2.0582 -1.7679 -0.3751 0.072
H -3.3905 -2.5759 0.2819 0.296
H 2.2324 -2.6285 2.1376 0.237
H 2.9629 -3.6508 4.2672 0.417
H 1.3578 -4.8574 5.7025 0.367
H -1.0167 -5.0490 5.0361 0.385
```

**Highest occupied orbital energy**: -7.72 eV
**Net charge**: 0
**Energy above the lowest of the compared OMol25 structures with the same formula, charge and spin**: 0.193 eV
**E_LUMO**: 0.423 eV
**Spin multiplicity**: 1
**Total energy**: -6909.8905 a.u.
**HOMO-LUMO gap**: 8.14 eV

---

[3]
Entry from OMol25: the molecule C18H26O5 (ωB97M-V/def2-TZVPD).

Geometry as XYZ:
```
49
Properties=species:S:1:pos:R:3:mulliken_charge:R:1
O 1.9818 -4.3251 -4.2229 -0.605
C 0.8867 -4.5442 -3.7624 0.571
O -0.0640 -5.1737 -4.4784 -0.457
C 0.4525 -4.1708 -2.4071 0.083
C 1.3559 -3.5220 -1.5694 -0.993
C 0.9985 -3.1506 -0.2898 -0.051
C -0.2847 -3.4289 0.1821 0.880
O -0.7515 -3.1398 1.4182 -0.434
C 0.0591 -2.4346 2.3385 -1.016
C 0.1045 -0.9324 2.0515 -0.041
C 1.0068 -0.2065 3.0461 -0.741
C 1.1142 1.2932 2.7697 -0.528
C -0.1600 2.0617 3.1126 -0.486
C -0.0150 3.5469 2.8036 -0.721
O 0.1023 3.7074 1.4018 -0.180
C 0.2279 5.0388 0.9869 -0.012
C 0.5603 5.0360 -0.5088 -0.761
C -0.6508 4.5677 -1.3110 -0.598
C -1.8513 5.4379 -0.9479 -0.609
C -2.0644 5.3742 0.5620 -0.382
O -0.9145 5.8026 1.2748 -0.434
C -1.1923 -4.0819 -0.6616 -0.583
C -0.8322 -4.4479 -1.9364 -0.646
H 0.2875 -5.3918 -5.3552 0.346
H 2.3469 -3.3131 -1.9433 0.413
H 1.7253 -2.6500 0.3297 0.426
H 1.0707 -2.8575 2.3680 0.421
H -0.4123 -2.6118 3.3095 0.376
H 0.4698 -0.7645 1.0363 0.359
H -0.9129 -0.5442 2.1052 0.177
H 0.6308 -0.3626 4.0600 0.318
H 2.0067 -0.6447 2.9953 0.340
H 1.3477 1.4587 1.7172 0.235
H 1.9361 1.7019 3.3623 0.320
H -0.3920 1.9465 4.1730 0.386
H -0.9965 1.6756 2.5304 0.235
H -0.8878 4.1032 3.1712 0.358
H 0.8810 3.9595 3.2933 0.332
H 1.0313 5.5365 1.5601 0.375
H 1.4134 4.3783 -0.6715 0.332
H 0.8318 6.0525 -0.7981 0.377
H -0.4396 4.6281 -2.3800 0.350
H -0.8629 3.5276 -1.0574 0.221
H -2.7521 5.0926 -1.4568 0.346
H -1.6589 6.4723 -1.2404 0.295
H -2.8633 6.0452 0.8841 0.342
H -2.3175 4.3457 0.8532 0.212
H -2.1791 -4.2899 -0.2788 0.436
H -1.5371 -4.9503 -2.5796 0.417
```

**Highest occupied orbital energy**: -8.75 eV
**Net charge**: 0
**Energy above the lowest of the compared OMol25 structures with the same formula, charge and spin**: 0.619 eV
**SMILES string**: O=C(O)c1ccc(OCCCCCCO[C@H]2CCCCO2)cc1
**E_LUMO**: 0.740 eV
**Spin multiplicity**: 1
**Total energy**: -1077.7063 a.u.
**HOMO-LUMO gap**: 9.49 eV

---

[4]
Entry from OMol25: a cluster of 9 separate species, C8H36N2O9 in total in a non-equilibrium geometry (ωB97M-V/def2-TZVPD).

Geometry as XYZ:
```
55
Properties=species:S:1:pos:R:3:mulliken_charge:R:1
C 0.1800 -1.2638 -1.7186 -0.404
O -0.9989 -1.2618 -0.9675 -0.140
C -1.8945 -0.2563 -1.4157 -0.383
C -3.0457 -0.0934 -0.4409 0.838
C -4.1845 0.6810 -1.0578 -1.565
N -2.6552 0.5341 0.8029 -0.530
H 0.8826 -1.8950 -1.1801 0.162
H 0.6400 -0.2475 -1.7573 0.084
H 0.0069 -1.5943 -2.7295 0.306
H -1.3438 0.7023 -1.3440 -0.135
H -2.2774 -0.4837 -2.4078 0.393
H -3.3228 -1.1678 -0.3767 0.011
H -3.8793 1.7045 -1.4173 0.266
H -4.9151 0.8792 -0.2886 0.423
H -4.6750 0.1350 -1.8791 0.400
H -3.3824 0.6824 1.4599 0.215
H -1.9372 0.0460 1.2348 0.130
C 2.0355 -4.9195 0.6739 -0.762
O 1.2480 -4.7822 1.7987 -0.337
C -0.1338 -4.8530 1.4878 -0.851
C -0.5740 -3.5202 0.8868 1.486
C -0.2918 -2.5357 1.9769 -1.199
N -2.0094 -3.5622 0.6148 -0.870
H 1.5836 -4.4678 -0.1676 0.319
H 2.2568 -5.9705 0.3461 0.297
H 3.0016 -4.4252 0.7807 0.307
H -0.2934 -5.5699 0.6968 0.467
H -0.5404 -5.1636 2.4304 0.323
H 0.1115 -3.3968 0.0226 -0.523
H -0.8580 -2.8620 2.8582 0.338
H -0.5024 -1.4962 1.7982 0.045
H 0.7962 -2.5120 2.2607 0.313
H -2.1737 -4.4486 0.1012 0.280
H -2.1610 -2.7811 -0.0429 0.292
O 0.4642 5.4784 -0.3989 -0.700
H 1.3871 5.5496 -0.0784 0.327
H 0.5427 4.8143 -1.0910 0.427
O 1.9436 2.7225 1.6686 -0.619
H 1.2894 2.7603 2.3894 0.263
H 2.3824 3.6298 1.6427 0.390
O 3.4292 4.7087 0.8663 -0.669
H 3.9108 5.5447 0.9718 0.283
H 3.9767 4.0725 0.3338 0.348
O 4.8235 2.3351 0.0078 -0.676
H 5.2205 1.7819 0.7244 0.318
H 4.0615 1.8379 -0.3388 0.344
O 0.4068 3.5742 -2.3244 -0.745
H -0.4113 3.2652 -1.8580 0.378
H 0.0461 4.0425 -3.0788 0.281
O -1.0875 2.8245 -0.1853 -0.526
H -1.6069 2.2488 0.4193 0.266
H -0.8922 3.6962 0.1526 0.322
O 2.1375 1.5228 -0.9924 -0.638
H 1.7107 1.8417 -0.1805 0.341
H 1.5717 1.9136 -1.6899 0.288
```

**Highest occupied orbital energy**: -9.29 eV
**Net charge**: 0
**Energy above the lowest of the compared OMol25 structures with the same formula, charge and spin**: 0.443 eV
**SMILES string**: COC[C@H](C)N.COC[C@H](C)N.O.O.O.O.O.O.O
**E_LUMO**: 0.462 eV
**Spin multiplicity**: 1
**Total energy**: -1113.0371 a.u.
**HOMO-LUMO gap**: 9.76 eV

---

Q: Which of these has the highest HOMO-LUMO gap?
A: C8H36N2O9

---

Q: Which of these has the highest E_LUMO?
A: C18H26O5